No. 1
C21H24MgNO8P2SSb | ωB97M-V/def2-TZVPD

Last column: Löwdin charge in e.
Atoms and positions in Å:
Mg1 1.455 1.593 -1.736  0.338
N1 4.457 1.414 0.063  0.178
C1 3.979 0.024 -0.303  -0.484
C2 4.925 -1.040 0.251  -0.071
P1 4.095 0.119 -2.182  0.342
O1 4.120 -1.391 -2.672  -0.099
O2 5.404 0.799 -2.362  -0.281
O3 2.836 0.791 -2.691  -0.319
P2 2.239 -0.312 0.148  0.307
O4 2.259 -0.769 1.694  -0.114
O5 1.770 -1.413 -0.718  -0.284
O6 1.506 1.030 0.110  -0.364
H1 5.194 1.611 -0.643  0.131
H2 4.811 1.478 1.013  0.162
H3 3.725 2.132 -0.106  0.099
H4 5.877 -1.039 -0.284  0.089
H5 4.470 -2.021 0.130  0.090
H6 5.101 -0.888 1.319  0.082
H7 3.228 -1.766 -2.596  0.082
H8 1.920 -0.071 2.267  0.073
S1 -0.608 0.359 -2.574  0.194
Sb1 -1.335 -0.225 -0.490  1.332
C3 -3.452 -0.271 -0.710  -0.339
C4 -4.002 -0.800 -1.878  -0.129
C5 -5.380 -0.840 -2.046  -0.083
C6 -6.216 -0.348 -1.051  -0.088
C7 -5.676 0.181 0.113  -0.086
C8 -4.296 0.219 0.286  -0.115
C9 -1.259 1.301 0.973  -0.362
C10 -1.375 2.591 0.468  -0.118
C11 -1.297 3.676 1.332  -0.061
C12 -1.101 3.472 2.691  -0.076
C13 -0.985 2.181 3.191  -0.079
C14 -1.059 1.092 2.331  -0.122
C15 -1.072 -2.182 0.251  -0.341
C16 -1.319 -2.519 1.574  -0.110
C17 -1.217 -3.848 1.969  -0.079
C18 -0.880 -4.824 1.042  -0.078
C19 -0.660 -4.480 -0.287  -0.069
C20 -0.753 -3.156 -0.687  -0.128
H9 -3.350 -1.162 -2.666  0.085
H10 -5.802 -1.251 -2.954  0.104
H11 -7.290 -0.369 -1.187  0.102
H12 -6.328 0.567 0.887  0.103
H13 -3.884 0.640 1.196  0.092
H14 -1.513 2.757 -0.596  0.101
H15 -1.386 4.680 0.937  0.111
H16 -1.036 4.320 3.362  0.105
H17 -0.833 2.021 4.251  0.104
H18 -0.957 0.092 2.733  0.081
H19 -1.610 -1.771 2.299  0.082
H20 -1.401 -4.118 3.001  0.105
H21 -0.789 -5.857 1.355  0.104
H22 -0.407 -5.245 -1.011  0.107
H23 -0.558 -2.880 -1.717  0.098
O7 2.771 3.335 -1.064  -0.094
C21 1.934 3.955 -1.777  -0.452
O8 0.920 3.400 -2.298  -0.093
H24 2.090 5.025 -1.951  0.138

Net charge   0
HOMO   -8.82 eV

=====

No. 2
C21H24N3 | ωB97M-V/def2-TZVPD

Last column: Löwdin charge in e.
Atoms and positions in Å:
C1 5.076 0.718 -0.256  0.002
N1 3.696 0.288 -0.179  -0.102
C2 2.611 1.024 -0.621  -0.003
C3 1.438 0.373 -0.212  -0.120
C4 0.042 0.932 -0.063  -0.015
C5 -1.019 -0.019 -0.419  -0.162
C6 -0.996 -1.247 -1.119  0.041
N2 -2.178 -1.919 -0.849  -0.073
C7 -2.486 -3.271 -1.251  0.012
C8 -3.018 -1.086 -0.113  -0.165
C9 -2.333 0.136 0.149  -0.139
C10 -2.904 1.040 1.061  -0.024
C11 -4.226 0.787 1.516  -0.067
C12 -4.900 -0.386 1.169  -0.068
C13 -4.300 -1.338 0.333  0.000
C14 1.817 -0.905 0.391  -0.115
C15 3.242 -0.885 0.396  -0.173
C16 3.995 -1.971 0.808  0.006
C17 3.285 -3.104 1.233  -0.068
C18 1.894 -3.105 1.343  -0.077
C19 1.137 -1.980 0.983  -0.026
H1 5.666 -0.117 0.096  0.077
H2 5.327 0.961 -1.286  0.099
H3 5.252 1.597 0.367  0.101
H4 2.832 1.958 -1.139  0.128
H5 -0.178 1.484 0.876  0.150
H6 -0.120 -1.716 -1.599  0.157
H7 -3.511 -3.420 -0.972  0.074
H8 -2.362 -3.333 -2.326  0.103
H9 -1.856 -4.011 -0.763  0.103
H10 -2.353 1.926 1.423  0.108
H11 -4.725 1.549 2.147  0.116
H12 -5.909 -0.540 1.520  0.107
H13 -4.826 -2.209 -0.040  0.108
H14 5.066 -1.908 0.737  0.101
H15 3.840 -3.991 1.481  0.103
H16 1.361 -3.984 1.719  0.110
H17 0.045 -1.969 1.158  0.119
C20 0.711 3.735 -0.390  -0.059
N3 -0.168 2.671 -0.703  -0.171
C21 -1.472 3.137 -1.017  -0.062
H18 1.673 3.392 -0.022  0.083
H19 0.867 4.378 -1.244  0.107
H20 0.298 4.377 0.407  0.117
H21 0.197 2.103 -1.469  0.145
H22 -2.159 2.349 -1.298  0.095
H23 -1.940 3.643 -0.146  0.113
H24 -1.425 3.858 -1.820  0.104

Net charge   +1
HOMO   -10.79 eV

=====

No. 3
C21H24N3 | ωB97M-V/def2-TZVPD

Last column: Löwdin charge in e.
Atoms and positions in Å:
C1 1.052 -0.715 1.982  0.100
C2 1.868 -1.682 1.329  -0.200
C3 1.543 -3.057 1.569  0.010
C4 2.137 -4.077 0.848  -0.038
C5 3.087 -3.783 -0.145  -0.008
C6 3.469 -2.453 -0.354  -0.034
C7 2.930 -1.423 0.412  0.016
C8 1.228 0.684 2.130  -0.192
C9 0.522 1.309 3.209  -0.005
C10 0.558 2.679 3.403  -0.040
C11 1.352 3.485 2.569  -0.005
C12 2.078 2.897 1.526  -0.035
C13 1.994 1.530 1.277  0.010
H1 0.225 -1.134 2.556  0.136
H2 0.797 -3.269 2.338  0.129
H3 1.877 -5.111 1.079  0.122
H4 3.546 -4.592 -0.716  0.127
H5 4.230 -2.224 -1.103  0.123
H6 3.333 -0.423 0.298  0.099
H7 -0.040 0.659 3.885  0.127
H8 -0.002 3.114 4.233  0.123
H9 1.418 4.558 2.754  0.127
H10 2.736 3.515 0.912  0.123
H11 2.495 1.127 0.401  0.100
C14 -3.401 3.199 2.777  -0.150
C15 -3.157 1.868 2.470  -0.106
N1 -4.007 1.549 1.435  -0.097
C16 -4.039 0.253 0.724  -0.087
C17 -2.929 0.169 -0.322  -0.356
C18 -2.991 -1.070 -1.235  -0.128
C19 -1.545 -1.227 -1.735  -0.148
C20 -0.680 -0.441 -0.736  -0.210
N2 -1.598 0.143 0.231  -0.021
C21 -4.745 2.676 1.137  -0.147
N3 -4.392 3.672 1.943  0.042
H12 -2.905 3.789 3.533  0.086
H13 -2.467 1.154 2.897  0.093
H14 -3.912 -0.535 1.482  0.134
H15 -5.021 0.161 0.242  0.134
H16 -3.044 1.070 -0.967  0.158
H17 -3.275 -1.950 -0.642  0.119
H18 -3.718 -0.930 -2.038  0.120
H19 -1.245 -2.276 -1.789  0.107
H20 -1.414 -0.762 -2.716  0.111
H21 0.032 -1.116 -0.253  0.074
H22 -0.090 0.353 -1.228  0.119
H23 -1.284 1.037 0.603  0.105
H24 -5.491 2.663 0.346  0.128

Net charge   +1
HOMO   -10.86 eV

=====

No. 4
C21H24N4O2PSTi | ωB97M-V/def2-TZVPD

Last column: Löwdin charge in e.
Atoms and positions in Å:
Ti1 -1.533 0.306 0.343  0.799
N1 -1.824 0.434 2.630  -0.014
C1 -2.913 -0.539 2.931  -0.098
C2 -3.225 -1.254 1.621  -0.563
O1 -3.270 -2.427 1.436  0.169
O2 -3.301 -0.338 0.604  -0.220
H1 -0.995 0.196 3.168  0.105
H2 -2.085 1.371 2.921  0.103
H3 -3.807 -0.022 3.276  0.141
H4 -2.615 -1.264 3.683  0.139
N2 -1.384 -0.135 -1.865  0.011
C3 -0.148 0.273 -2.536  -0.315
C4 -0.164 0.614 -3.876  -0.006
C5 1.019 0.974 -4.509  -0.032
C6 2.214 0.977 -3.808  -0.037
C7 2.231 0.628 -2.466  -0.042
C8 1.050 0.278 -1.818  -0.320
P1 0.998 -0.073 -0.051  1.029
C9 2.596 0.233 0.692  -0.385
C10 2.908 1.533 1.093  -0.090
C11 4.159 1.802 1.622  -0.053
C12 5.088 0.777 1.761  -0.040
C13 4.773 -0.517 1.368  -0.046
C14 3.527 -0.795 0.830  -0.069
C15 0.538 -1.821 0.119  -0.401
C16 0.443 -2.692 -0.971  -0.076
C17 0.043 -4.004 -0.774  -0.032
C18 -0.261 -4.459 0.505  -0.026
C19 -0.157 -3.607 1.594  -0.048
C20 0.239 -2.292 1.404  -0.113
H5 -1.497 -1.145 -1.983  0.117
H6 -2.177 0.287 -2.346  0.116
H7 -1.095 0.597 -4.432  0.127
H8 1.003 1.246 -5.556  0.124
H9 3.134 1.252 -4.305  0.123
H10 3.164 0.639 -1.916  0.116
H11 2.182 2.331 0.988  0.106
H12 4.409 2.808 1.931  0.118
H13 6.062 0.989 2.179  0.121
H14 5.500 -1.310 1.479  0.120
H15 3.285 -1.804 0.519  0.115
H16 0.703 -2.350 -1.966  0.117
H17 -0.022 -4.679 -1.617  0.123
H18 -0.573 -5.484 0.650  0.126
H19 -0.379 -3.967 2.589  0.124
H20 0.361 -1.639 2.265  0.107
N3 -4.197 2.547 0.250  0.151
C21 -3.147 3.339 0.061  -0.818
N4 -3.330 4.645 -0.051  0.140
S1 -1.519 2.763 -0.020  0.691
H21 -5.136 2.917 0.253  0.139
H22 -4.092 1.541 0.295  0.070
H23 -4.245 5.066 -0.021  0.139
H24 -2.536 5.252 -0.175  0.119

Net charge   +2
Multiplicity   2
Expectation value of S²   0.754
HOMO (spin up / spin down)   -14.36 / -14.36 eV

=====

No. 5
C21H24N4O3S2 | ωB97M-V/def2-TZVPD

Last column: Löwdin charge in e.
Atoms and positions in Å:
C1 -3.335 -0.699 -1.966  -0.076
H1 -4.209 -1.141 -2.438  0.070
H2 -3.235 -1.108 -0.962  0.072
H3 -3.489 0.375 -1.891  0.065
C2 -2.080 -0.996 -2.788  -0.180
C3 -0.856 -0.416 -2.128  -0.104
C4 -0.540 0.913 -2.380  -0.363
N1 0.559 1.425 -1.591  0.083
C5 1.215 0.692 -0.699  -0.476
N2 1.019 -0.597 -0.579  0.085
C6 -0.137 -1.232 -1.240  -0.354
O1 -0.339 -2.400 -0.973  0.067
C7 1.854 -1.471 0.241  -0.274
C8 1.730 -1.170 1.743  -0.156
C9 3.044 -1.459 2.471  -0.193
C10 3.658 -2.747 1.933  -0.193
C11 4.081 -2.579 0.466  -0.179
C12 3.310 -1.447 -0.220  -0.162
H4 3.766 -0.489 0.027  0.064
H5 3.354 -1.572 -1.304  0.128
H6 5.148 -2.358 0.404  0.110
H7 3.909 -3.514 -0.070  0.111
H8 4.520 -3.033 2.537  0.107
H9 2.918 -3.544 2.018  0.114
H10 3.742 -0.632 2.336  0.110
H11 2.848 -1.554 3.540  0.114
H12 1.443 -0.130 1.901  0.074
H13 0.943 -1.801 2.160  0.115
H14 1.449 -2.470 0.039  0.146
S1 2.352 1.635 0.232  1.096
C13 1.931 3.161 -0.643  -0.289
C14 0.669 2.877 -1.475  -0.553
O2 0.782 3.460 -2.702  0.054
N3 -0.525 3.398 -0.802  0.109
C15 -1.354 2.611 -0.065  -0.601
N4 -1.002 1.559 0.578  0.129
C16 -2.069 0.966 1.199  -0.300
C17 -2.031 -0.215 1.928  -0.010
C18 -3.201 -0.695 2.481  -0.081
C19 -4.404 -0.015 2.324  -0.092
C20 -4.465 1.161 1.601  -0.094
C21 -3.297 1.640 1.038  -0.476
S2 -3.066 3.056 0.047  1.089
H15 -5.395 1.690 1.467  0.107
H16 -5.305 -0.412 2.766  0.101
H17 -3.182 -1.617 3.042  0.103
H18 -1.098 -0.742 2.037  0.092
H19 -0.988 4.118 -1.341  0.139
H20 1.754 3.953 0.081  0.094
H21 2.748 3.437 -1.310  0.094
O3 -1.061 1.711 -3.165  0.037
H22 0.052 3.053 -3.248  0.105
H23 -1.948 -2.075 -2.875  0.110
H24 -2.185 -0.559 -3.781  0.112

Net charge   0
HOMO   -7.90 eV

=====

Respective relative energy (zero: lowest compared OMol25 entry of this formula, charge and spin) values: 32.5, 124.4, 111.5, 1.2, 0.0 kJ/mol.